No. 1
Computed, not measured: C3H5N5 in the gas phase, with ωB97M-V with the def2-TZVPD basis set.

Results
relative energy (zero: lowest compared OMol25 entry of this formula, charge and spin): 121.9 kcal per mole
molar mass: 111.1 g/mol
orbital gap: 8.5 eV
maximum force: 5.7 eV/Å
E_LUMO: -0.3292 eV
multiplicity: 1
HOMO energy: -8.8236 eV
SMILES: [H]/N=C\n1[nH]nc/c1=N\[H]

Atoms and positions in Å:
H  2.266  -1.492  -0.005
N  2.738  -0.528  0.009
C  1.672  0.257  -0.133
N  0.250  -0.225  0.132
N  -0.378  -1.474  0.373
N  -1.813  -1.250  -0.125
C  -1.830  0.040  -0.144
C  -0.625  0.795  0.129
N  -0.188  1.987  0.183
H  -1.076  2.403  0.125
H  1.573  1.309  -0.392
H  0.353  -2.192  -0.070
H  -2.941  0.371  -0.084

***

No. 2
Computed, not measured: a molecular structure, C15H32InN6O7, with ωB97M-V with the def2-TZVPD basis set.

Results
relative energy (zero: lowest compared OMol25 entry of this formula, charge and spin): 1.5 kcal per mole
molar mass: 523.3 g/mol
orbital gap (spin up / spin down): 5.2 / 5.2 eV
maximum force: 4.1 eV/Å
charge: +1
E_LUMO (spin up / spin down): -5.9875 / -5.9863 eV
multiplicity: 1
HOMO energy (spin up / spin down): -11.2123 / -11.2185 eV

Atoms and positions in Å:
O  -0.002  -1.247  -4.556
H  -0.441  -1.788  -5.302
In  -0.445  0.238  -1.626
N  1.113  -1.176  -2.209
N  -1.022  -1.828  -1.105
N  0.328  2.269  -1.478
N  -1.673  1.297  -0.133
O  2.255  -0.698  -2.322
O  1.479  2.791  -2.071
O  -2.512  0.623  0.741
O  -2.043  -1.987  -0.337
C  -0.384  -2.887  -1.708
C  0.829  -2.511  -2.342
C  -0.356  3.159  -0.767
C  -1.508  2.613  -0.022
C  1.792  -3.383  -3.042
H  1.874  -3.030  -4.074
H  1.417  -4.406  -3.022
H  2.771  -3.351  -2.550
C  -0.949  -4.258  -1.704
H  -1.936  -4.262  -2.184
H  -1.046  -4.609  -0.671
H  -0.261  -4.899  -2.264
C  0.209  4.529  -0.605
C  -2.350  3.500  0.850
H  0.922  4.709  -1.423
H  0.762  4.566  0.350
H  -0.601  5.279  -0.579
H  -3.002  2.899  1.507
H  -2.974  4.120  0.182
H  -1.694  4.167  1.442
H  1.936  2.047  -2.525
H  -2.474  -0.320  0.386
C  -1.863  0.349  -3.281
H  -1.317  -0.121  -4.136
H  -2.182  1.418  -3.424
H  -2.742  -0.276  -2.997
O  1.588  0.810  -4.917
H  1.321  -0.154  -5.015
H  0.728  1.277  -4.875
C  -0.312  1.970  3.047
N  0.734  0.971  3.062
C  1.624  0.974  4.202
C  1.278  -0.151  5.118
C  1.357  -1.425  4.316
N  0.681  -1.362  3.043
C  0.183  -2.601  2.467
C  0.516  -0.206  2.349
O  0.230  -0.216  1.135
H  -0.615  2.202  4.090
H  -1.171  1.626  2.457
H  0.044  2.883  2.550
H  2.645  0.813  3.850
H  1.539  1.943  4.682
H  0.264  -0.028  5.498
H  1.970  -0.191  5.961
H  0.930  -2.250  4.880
H  2.415  -1.633  4.120
H  1.003  -3.293  2.226
H  -0.479  -3.073  3.210
H  -0.382  -2.421  1.543

***

No. 3
Computed, not measured: a molecular structure, C43H48N6O4PS4SiTi, with ωB97M-V with the def2-TZVPD basis set.

Results
<S²>: 0.754
relative energy (zero: lowest compared OMol25 entry of this formula, charge and spin): 45.2 kcal per mole
molar mass: 948.1 g/mol
orbital gap (spin up / spin down): 6.5 / 6.6 eV
maximum force: 1.9 eV/Å
E_LUMO (spin up / spin down): -0.3902 / -0.3981 eV
multiplicity: 2
HOMO energy (spin up / spin down): -6.9379 / -7.0427 eV

Atoms and positions in Å:
Ti  0.029  1.012  0.190
C  0.049  4.887  -4.340
Si  -0.104  3.205  -5.112
C  1.427  2.857  -6.130
C  -1.623  3.159  -6.201
C  -0.250  1.708  -3.959
C  -0.437  0.473  -4.562
C  -0.631  -0.682  -3.806
C  -0.515  -0.586  -2.446
N  -0.206  0.568  -1.826
C  -0.198  1.715  -2.545
S  -0.288  3.108  -1.527
H  0.158  5.631  -5.137
H  0.917  4.952  -3.680
H  -0.833  5.137  -3.747
H  1.580  3.628  -6.894
H  1.354  1.891  -6.640
H  2.316  2.833  -5.492
H  -1.650  4.022  -6.874
H  -2.531  3.176  -5.591
H  -1.649  2.254  -6.816
H  -0.488  0.407  -5.646
H  -0.873  -1.633  -4.264
H  -0.723  -1.430  -1.807
O  2.314  2.601  -0.222
N  2.129  1.206  -0.131
C  3.290  0.703  -0.051
C  3.796  -0.667  0.099
C  5.196  -0.714  0.179
C  5.879  -1.906  0.271
C  5.164  -3.098  0.275
C  3.786  -3.064  0.217
C  3.078  -1.861  0.137
P  1.219  -1.968  0.103
C  1.139  -3.055  1.599
C  0.507  -4.288  1.710
C  0.480  -4.964  2.925
C  1.082  -4.418  4.048
C  1.741  -3.200  3.944
C  1.772  -2.532  2.731
C  1.149  -3.048  -1.406
C  0.203  -4.049  -1.625
C  0.183  -4.762  -2.820
C  1.080  -4.462  -3.833
C  1.993  -3.432  -3.649
C  2.023  -2.734  -2.453
H  1.522  2.947  -0.711
H  4.076  1.450  -0.104
H  5.746  0.220  0.167
H  6.959  -1.913  0.341
H  5.682  -4.047  0.327
H  3.233  -3.995  0.242
H  0.041  -4.750  0.855
H  -0.024  -5.921  2.988
H  1.050  -4.944  4.994
H  2.229  -2.767  4.808
H  2.321  -1.600  2.656
H  -0.553  -4.254  -0.882
H  -0.549  -5.549  -2.958
H  1.062  -5.018  -4.763
H  2.681  -3.164  -4.442
H  2.739  -1.929  -2.338
S  -2.492  0.325  0.055
C  -2.045  0.047  1.681
C  -2.946  -0.181  2.741
C  -2.463  -0.424  3.999
C  -1.079  -0.436  4.220
C  -0.252  -0.178  3.162
N  -0.709  0.049  1.912
H  -4.004  -0.164  2.522
H  -3.145  -0.593  4.824
H  -0.664  -0.619  5.202
H  0.816  -0.114  3.291
C  -1.407  3.281  4.755
C  -1.879  4.386  3.813
C  -0.941  4.671  2.614
C  -1.453  5.916  1.880
C  -0.626  6.285  0.651
C  0.440  4.943  3.162
O  0.751  5.984  3.701
N  1.323  3.895  3.089
C  1.147  2.701  2.393
O  1.969  1.808  2.550
N  0.056  2.580  1.576
C  -1.016  3.458  1.679
O  -2.048  3.257  1.084
H  -2.175  3.067  5.500
H  -0.498  3.570  5.288
H  -1.207  2.353  4.215
H  -1.993  5.320  4.366
H  -2.846  4.119  3.386
H  -1.439  6.741  2.592
H  -2.484  5.721  1.587
H  0.417  6.473  0.918
H  -1.017  7.190  0.185
H  -0.656  5.489  -0.096
H  2.219  4.012  3.537
S  -2.268  -2.938  0.546
C  -3.302  -4.209  0.575
N  -3.896  -4.780  -0.494
C  -4.705  -5.970  -0.284
C  -5.171  -5.895  1.165
S  -3.834  -5.021  2.041
H  -3.667  -4.434  -1.411
H  -4.115  -6.874  -0.454
H  -5.552  -5.972  -0.969
H  -5.312  -6.877  1.609
H  -6.083  -5.310  1.266

***

> Which of these has the highest maximum force?

C3H5N5

***

> Which of these has the highest multiplicity?

C43H48N6O4PS4SiTi

***

> Among the records above, which one has the lowest maximum force?

C43H48N6O4PS4SiTi